(w)
Computed, not measured: the molecule C4H6N2OS, with the ωB97M-V functional and the def2-TZVPD basis.

frontier orbital gap = 0.3764 Eh

The geometry in ORCA input format:
```
! RIJCOSX wB97M-V def2-TZVPD def2/J DEFGRID3
* xyz 0 1
C 1.06979 -0.27112 0.93662
C -0.46559 -0.49143 1.28995
C 1.66932 0.29774 -0.35029
C -1.65145 -0.44218 0.43464
N 1.70291 -0.55485 2.01604
N -0.50650 -0.78401 2.57137
O 0.77620 -0.85813 3.02476
S -1.80454 1.32535 0.00181
H 0.85850 0.64401 -0.91922
H 2.50497 1.05146 -0.17971
H 2.11635 -0.59436 -1.02383
H -1.59914 -1.20277 -0.42317
H -2.44382 -0.81425 1.04677
H -1.96600 1.49140 1.26750
*
```



(x)
Computed, not measured: the molecule C4H6N2OS, with the ωB97M-V functional and the def2-TZVPD basis.

frontier orbital gap = 0.3304 Eh

The geometry in ORCA input format:
```
! RIJCOSX wB97M-V def2-TZVPD def2/J DEFGRID3
* xyz 0 1
C -0.49723 0.34482 -0.53719
C 3.27161 -0.65661 -0.49118
C -0.66644 0.13700 0.94468
C -1.74547 -0.17759 1.62202
H -3.19810 1.00938 -1.68587
H 3.81495 -1.47003 0.02311
H 3.85063 0.25006 -1.00630
H 0.30295 0.16647 1.42060
H -1.60641 -0.45906 2.69896
H -2.71571 -0.16909 1.15284
N -1.29819 0.57655 -1.49230
N 1.97416 -0.71683 -0.42676
O -2.57693 0.71178 -0.95433
S 1.09019 0.45317 -1.26827
*
```



(y)
Computed, not measured: the molecule C4H6N2OS, with the ωB97M-V functional and the def2-TZVPD basis.

frontier orbital gap = 0.3205 Eh

The geometry in ORCA input format:
```
! RIJCOSX wB97M-V def2-TZVPD def2/J DEFGRID3
* xyz 0 1
C -0.95796 -2.05990 0.93954
C -0.53416 -0.86528 0.42699
C 1.20409 0.07024 -1.16987
C -0.29775 1.93289 0.43821
H -0.31325 -2.91621 0.89414
H -1.92854 -2.30102 1.21980
H 0.97185 -1.88879 -0.45800
H 1.83174 -0.25597 -1.97396
H -0.69145 2.94688 0.81616
H 0.39526 1.79340 1.17843
N 0.70866 -0.76990 -0.27890
N 1.00705 1.35591 -1.39614
O 0.29276 2.41185 -0.73796
S -1.68832 0.54589 0.10154
*
```



(z)
Computed, not measured: the molecule C4H6N2OS, with the ωB97M-V functional and the def2-TZVPD basis.

frontier orbital gap = 0.3234 Eh

The geometry in ORCA input format:
```
! RIJCOSX wB97M-V def2-TZVPD def2/J DEFGRID3
* xyz 0 1
C 0.55856 -0.52346 0.03844
C -0.48861 -1.57503 0.32274
C -2.36462 0.08035 -0.05882
C -1.51900 1.21868 0.07233
H 2.42754 0.91539 -0.20355
H 3.50931 -0.45501 -0.62494
H -0.85016 -1.59274 1.22946
H 0.01381 -2.53643 -0.20778
H -3.51683 0.16495 -0.00346
H -1.83721 2.37937 0.06402
N 2.83953 -0.05410 -0.04613
N 1.80918 -0.79085 0.02375
O -1.77469 -1.20149 -0.34961
S 0.29950 1.34048 0.02822
*
```



How do the energies compare? Relative to the most stable structure, in kJ/mol: (w) 0.0; (x) 67.1; (y) 171.9; (z) 147.5.



(w)
Computed, not measured: the molecule C4H6N2OS, with the ωB97M-V functional and the def2-TZVPD basis.

frontier orbital gap (spin up / spin down) = 0.2401 / 0.2642 Eh

The geometry in ORCA input format:
```
! RIJCOSX wB97M-V def2-TZVPD def2/J DEFGRID3
* xyz 0 1
C -0.09120 -1.08388 -0.02557
C 0.31677 0.22054 0.23640
C 2.37821 1.57994 -0.23968
C -1.60208 -1.31826 -0.03170
N 0.57949 -2.15108 -0.18837
N 3.61805 1.62263 -0.05991
O 1.69342 0.46826 0.17210
S 2.00338 -2.61517 0.05976
H -0.28403 1.05947 0.29622
H 1.90756 2.43801 -0.60433
H -1.72411 -2.38234 0.20835
H -2.18272 -1.29771 -1.07416
H -2.10169 -0.66974 0.71341
H 3.88025 0.75149 0.42541
*
```



(x)
Computed, not measured: the molecule C4H6N2OS, with the ωB97M-V functional and the def2-TZVPD basis.

frontier orbital gap = 0.3037 Eh

The geometry in ORCA input format:
```
! RIJCOSX wB97M-V def2-TZVPD def2/J DEFGRID3
* xyz 0 1
C -1.82758 -0.00263 -0.97897
C -0.49172 -0.04869 -0.27651
C 1.27031 -0.90314 0.56847
C 0.21809 0.98807 0.23958
H -2.63554 0.41058 -0.33384
H -1.81495 0.58937 -1.88923
H -2.10975 -1.00395 -1.22614
H 1.91260 -3.06258 0.64615
H 2.10887 0.94662 1.20306
H -0.77850 2.55351 -0.10610
N 0.17490 -1.23083 -0.05014
N 1.36823 0.43489 0.77611
O 0.06265 2.32940 0.31121
S 2.54240 -2.00061 1.11636
*
```



How do the energies compare? Relative to the most stable structure, in kJ/mol: (w) 368.0; (x) 0.0.



(w)
Computed, not measured: a cluster of 2 separate species, C8H12N4 in total, with the ωB97M-V functional and the def2-TZVPD basis.

frontier orbital gap = 0.3325 Eh

The geometry in ORCA input format:
```
! RIJCOSX wB97M-V def2-TZVPD def2/J DEFGRID3
* xyz 0 1
N 7.54287 8.31172 -3.65823
C 7.59811 7.89820 -2.40166
C 8.64437 9.78830 -2.39753
C 8.16139 9.54522 -3.66623
N 8.14176 8.80623 -1.59206
C 8.35428 10.31097 -4.86759
H 7.23339 6.90874 -2.12591
H 9.24365 10.65006 -2.10373
H 8.37026 8.70698 -0.59986
H 7.39009 10.60252 -5.31700
H 8.89316 9.66393 -5.58001
H 8.95277 11.22170 -4.69733
N 12.34694 12.18225 -4.70277
C 12.82256 13.22936 -5.43957
C 12.60657 13.98147 -3.42262
C 12.20545 12.66514 -3.44503
N 12.90746 14.31867 -4.70910
C 11.49068 11.84799 -2.45038
H 13.09671 13.13956 -6.49070
H 12.73821 14.74970 -2.66064
H 13.29299 15.23001 -4.96860
H 12.11581 11.02198 -2.07154
H 10.64145 11.41913 -3.00847
H 11.09621 12.41396 -1.58973
*
```



(x)
Computed, not measured: a cluster of 2 separate species, C8H12N4 in total, with the ωB97M-V functional and the def2-TZVPD basis.

frontier orbital gap = 0.3189 Eh

The geometry in ORCA input format:
```
! RIJCOSX wB97M-V def2-TZVPD def2/J DEFGRID3
* xyz 0 1
C 1.11963 -3.28118 -2.26490
C 0.62264 -2.68978 -0.98691
C -0.23443 -1.61158 -0.76390
C 0.30869 -2.82390 1.22896
N 0.94054 -3.36633 0.15215
N -0.38394 -1.69856 0.67466
H 1.15584 -4.35538 -2.04634
H 1.96511 -2.65374 -2.65738
H -0.57893 -0.75995 -1.25212
H 0.28235 -3.37572 2.19554
H -0.56096 -0.83135 1.27780
H 0.45306 -3.26530 -3.02868
C 1.37279 2.57257 1.53025
C -1.75314 1.62896 -0.27527
C -0.18230 2.40731 1.04224
C -1.01916 3.50642 0.67340
N -0.65162 1.22774 0.32462
N -2.02413 2.97989 -0.06153
H -2.40772 0.88646 -0.70865
H -2.74482 3.46393 -0.54918
H -0.76234 4.48178 0.76507
H 1.89701 1.91044 0.73633
H 1.52964 2.00744 2.57550
H 1.65619 3.63984 1.41835
*
```



(y)
Computed, not measured: a cluster of 2 separate species, C8H12N4 in total, with the ωB97M-V functional and the def2-TZVPD basis.

frontier orbital gap = 0.3311 Eh

The geometry in ORCA input format:
```
! RIJCOSX wB97M-V def2-TZVPD def2/J DEFGRID3
* xyz 0 1
C 1.64336 -0.98994 -1.26858
C 2.49459 -0.02749 0.94697
C 1.98909 -1.03638 0.17602
C 2.38738 -1.92171 2.08538
N 2.77552 -0.62581 2.15926
N 1.95025 -2.21074 0.88896
H 2.85407 0.96463 0.73965
H 2.88839 -0.11182 3.01550
H 0.59133 -0.96936 -1.52548
H 1.91719 -1.91332 -1.78518
H 2.36744 -2.55124 2.95976
H 2.13966 -0.12490 -1.70343
C -1.99162 2.66280 -1.44185
C -2.17306 1.42335 -0.63303
C -1.30167 0.37543 -0.48498
C -3.25743 -0.21519 0.28631
N -3.40811 0.99384 -0.17782
N -1.95731 -0.61052 0.19554
H -2.49961 2.36844 -2.37454
H -0.94306 2.82473 -1.66024
H -0.32758 0.25115 -0.93481
H -3.97739 -0.72172 0.90805
H -1.49318 -1.29408 0.77195
H -2.66826 3.45987 -1.14340
*
```



How do the energies compare? Relative to the most stable structure, in kJ/mol: (w) 0.0; (x) 190.5; (y) 13.8.



(w)
Computed, not measured: a structure of composition C17H16I2N6OPt, with the ωB97M-V functional and the def2-TZVPD basis.

frontier orbital gap = 0.2576 Eh

The geometry in ORCA input format:
```
! RIJCOSX wB97M-V def2-TZVPD def2/J DEFGRID3
* xyz 0 1
Pt -0.09869 -0.31755 0.72152
I -3.58651 -4.07295 0.12280
C -3.77087 -2.00398 0.17096
C -5.04125 -1.40357 0.14638
C -5.19690 -0.04424 0.16873
I -7.12643 0.75152 0.09567
C -4.06025 0.80086 0.23969
C -4.07682 2.21391 0.27834
C -2.90446 2.91112 0.35054
C -1.68462 2.22204 0.41668
N -1.63805 0.90864 0.39705
C -2.79825 0.18058 0.28619
C -2.62711 -1.23709 0.21644
O -1.40284 -1.73057 0.18457
H -5.91266 -2.04264 0.10485
H -5.02465 2.73367 0.24476
H -2.89280 3.99094 0.37147
H -0.74240 2.74613 0.48984
N 3.34306 0.26763 -0.64018
C 3.23978 -0.33339 -1.96353
C 2.14228 -1.38699 -2.06111
C 2.38690 -2.59630 -1.14588
C 1.35716 -2.91636 -0.07092
N 1.10376 -1.95979 1.04330
H 3.87694 1.12889 -0.69269
H 3.84802 -0.34203 -0.00741
H 4.18573 -0.80416 -2.27157
H 3.03555 0.46025 -2.68338
H 2.11740 -1.70836 -3.10469
H 1.16325 -0.94943 -1.83999
H 3.39551 -2.53315 -0.72289
H 2.37999 -3.51399 -1.73905
H 1.65697 -3.86705 0.37890
H 0.38247 -3.06979 -0.53250
H 1.93652 -1.82542 1.60849
H 0.40765 -2.41303 1.63356
N 1.13223 1.10902 1.34310
C 1.82684 2.03376 1.36961
C 2.65555 3.13586 1.40198
C 2.44924 4.15042 2.36493
N 2.27155 4.96577 3.16063
C 3.70954 3.17903 0.46063
N 4.58166 3.18180 -0.29580
*
```



(x)
Computed, not measured: a structure of composition C17H16I2N6OPt, with the ωB97M-V functional and the def2-TZVPD basis.

frontier orbital gap (spin up / spin down) = 0.2402 / 0.2353 Eh

The geometry in ORCA input format:
```
! RIJCOSX wB97M-V def2-TZVPD def2/J DEFGRID3
* xyz 0 1
Pt -0.35050 0.60509 -0.67382
I 4.78390 0.20019 -0.34312
C 3.42940 0.25889 1.26708
C 3.84740 0.16339 2.58208
C 2.92650 0.15959 3.60628
I 3.66230 0.01279 5.58518
C 1.54260 0.21809 3.34538
C 0.52270 0.19359 4.31828
C -0.79280 0.22979 3.92668
C -1.09940 0.25929 2.56228
N -0.16980 0.28259 1.63258
C 1.12990 0.29569 1.98618
C 2.08120 0.36379 0.91228
O 1.72320 0.48539 -0.30912
H 4.90130 0.09729 2.80108
H 0.78770 0.14639 5.36548
H -1.59240 0.21279 4.65268
H -2.12510 0.25369 2.21948
N -0.20400 0.12049 -3.05732
C 0.86000 -0.79921 -3.45822
C 1.05460 -1.89661 -2.41642
C -0.09230 -2.91541 -2.34342
C -0.82690 -2.92401 -1.00292
N -1.59900 -1.69601 -0.79932
H -1.11520 -0.30821 -3.19472
H -0.16950 0.97229 -3.60812
H 1.78730 -0.22951 -3.53932
H 0.64480 -1.25381 -4.43472
H 1.17490 -1.40571 -1.44872
H 1.99050 -2.40801 -2.63862
H 0.30120 -3.91811 -2.51232
H -0.82170 -2.71901 -3.13322
H -0.10450 -3.00191 -0.18692
H -1.47750 -3.81181 -0.97162
H -2.05150 -1.73361 0.10828
H -2.33410 -1.63141 -1.49702
N -2.07720 1.59329 -0.93792
C -2.53630 2.66819 -0.83452
C -3.15830 3.87299 -0.75352
C -3.64170 4.49509 -1.91022
N -4.05010 4.98679 -2.86492
C -3.31810 4.49819 0.48758
N -3.44340 5.00679 1.51138
*
```



How do the energies compare? Relative to the most stable structure, in kJ/mol: (w) 0.0; (x) 184.9.